ORCA calculation (the ωB97M-V functional and the def2-TZVPD basis) on a 14-piece molecular cluster, H28O14 overall.

```
! RIJCOSX wB97M-V def2-TZVPD def2/J DEFGRID3
* xyz 0 1
H 0.94 -0.23 -0.27
H -0.45 -0.21 0.33
H 1.20 -2.17 2.21
H 0.48 -1.33 1.08
H -4.58 -2.32 -0.90
H -3.33 -3.05 -0.50
H -2.69 -2.09 3.30
H -2.46 -1.04 4.34
H 3.12 -2.20 -0.47
H 2.67 -2.16 0.95
H 4.87 0.13 0.14
H 5.60 -0.52 1.35
H -2.92 2.92 1.23
H -1.48 3.10 1.69
H 1.75 -0.14 -2.19
H 1.82 -1.47 -3.01
H 1.93 3.02 -1.17
H 3.01 2.78 -2.23
H -3.82 0.67 -1.92
H -3.90 -0.04 -3.35
H 4.01 1.47 0.40
H 4.77 2.17 1.57
H 0.82 -4.21 -1.62
H 0.17 -2.98 -2.25
H -2.79 4.43 -1.04
H -1.95 3.22 -1.28
H -3.41 -0.24 2.19
H -3.77 0.94 1.50
O 0.11 0.12 -0.42
O 0.89 -1.30 1.92
O -3.71 -2.73 -1.29
O -2.03 -1.80 3.88
O 2.58 -1.70 0.17
O 4.74 -0.22 0.99
O -2.33 3.56 1.53
O 1.29 -0.69 -2.81
O 2.55 2.38 -1.56
O -3.48 0.68 -2.79
O 4.40 2.33 0.72
O 0.66 -3.25 -1.51
O -2.20 3.86 -0.50
O -3.06 0.31 1.57
*
```

Properties
- LUMO: -0.0044 hartree
- Gap between HOMO and LUMO: 9.08 eV
- E: -29115.2857 eV
- Largest force on an atom: 6.453 eV/Å
- HOMO level: -9.1958 eV
- Energy above the lowest of the compared OMol25 structures with the same formula, charge and spin: 6.3660 eV